Density functional theory data (ωB97M-V/def2-TZVPD) for a 2-piece molecular cluster, C4H10ClP overall in a non-equilibrium geometry.

```
16
Properties=species:S:1:pos:R:3:forces:R:3
C -1.078269 -1.895698 -0.018698 2.026 -1.495 3.582
C -1.397853 -1.095104 -0.967893 -3.330 3.443 1.018
C -2.272335 0.214090 -0.734909 2.471 -1.307 -2.506
H -0.355104 -2.714002 -0.271898 -0.896 0.550 0.692
H -1.252541 -1.606439 1.096831 0.067 -0.959 -2.104
H -1.067662 -1.286908 -1.916342 0.597 -0.314 -2.510
H -1.525492 1.010757 -0.990954 -1.168 -0.106 0.321
H -2.655395 0.288441 0.229272 -0.117 0.109 1.944
H -3.157469 0.249048 -1.372207 0.359 0.069 -0.426
C 2.053245 1.650321 1.060683 -0.607 1.258 0.707
P 2.381785 0.532066 -0.423793 -1.581 3.358 -0.940
Cl 3.168099 -1.075599 0.306193 1.449 -2.435 1.387
H 0.868373 1.855435 1.305392 3.246 -0.622 -0.665
H 2.638781 2.617131 1.031004 -0.925 -0.856 -0.245
H 2.565582 1.099930 1.852563 -0.599 0.049 0.494
H 1.086255 0.156525 -0.185243 -0.992 -0.741 -0.747
```
Positions in Å, forces in eV/Å.

Properties
Structure (SMILES): C=CC.CPCl
ΔE to the lowest compared entry with this formula, charge and spin, kJ/mol: 200.56
Kohn-Sham gap, eV: 10.129
LUMO level, eV: 0.847
Largest force on an atom, Eh/bohr: 0.095
E, eV: -26119.5382

Results of the Mulliken charge analysis, in e, for atoms 1 through 4: number 1, C, carries -0.566; number 2, C, carries -0.184; number 3, C, carries -0.984; number 4, H, carries 0.272

Density functional theory data (ωB97M-V/def2-TZVPD) for a 2-piece molecular cluster, C4H10ClP overall in a non-equilibrium geometry.

```
16
Properties=species:S:1:pos:R:3:forces:R:3
C 1.190195 -1.919538 -0.723563 0.101 0.164 0.102
C -0.419980 -0.897336 0.925891 0.163 0.197 0.001
C -1.931625 2.719863 -0.485131 -0.119 0.214 0.118
C 0.945993 -0.775723 0.256863 0.110 0.284 -0.211
P 1.053179 0.853856 -0.681731 -0.156 -1.139 -0.445
Cl 1.813116 1.995054 0.772201 0.290 0.706 0.741
H 1.148132 -2.877620 -0.205511 -0.057 -0.063 -0.018
H 0.434268 -1.915153 -1.506726 -0.075 -0.090 -0.128
H 2.169168 -1.825059 -1.189964 0.045 -0.072 -0.077
H -1.204371 -0.914204 0.171672 -0.145 -0.021 -0.033
H -0.600434 -0.054812 1.591228 -0.084 0.028 0.079
H -0.478657 -1.813523 1.508668 -0.043 -0.147 0.071
H -1.577914 3.205349 0.404041 0.088 0.055 0.153
H -2.548748 1.850322 -0.414446 -0.169 -0.310 0.047
H -1.723437 3.143352 -1.444240 0.107 0.120 -0.292
H 1.731115 -0.774829 1.020747 -0.056 0.075 -0.109
```
Positions in Å, forces in eV/Å.

Properties
ΔE to the lowest compared entry with this formula, charge and spin, kJ/mol: 0.00
Kohn-Sham gap (alpha / beta), eV: 8.652 / 8.564
LUMO level (alpha / beta), eV: 0.984 / -1.008
Largest force on an atom, Eh/bohr: 0.024
E, eV: -26118.9103
Spin multiplicity: 3

Results of the Mulliken charge analysis, in e, for atoms 1 through 4: number 1, C, carries -1.456; number 2, C, carries -1.233; number 3, C, carries -1.026; number 4, C, carries 0.221

Density functional theory data (ωB97M-V/def2-TZVPD) for C4H10CuO3 as an isolated structure in a non-equilibrium geometry.

```
18
Properties=species:S:1:pos:R:3:forces:R:3
O -0.385707 1.440661 -0.869881 -2.789 0.804 -0.333
C -1.643274 1.594741 -0.313472 -0.906 0.852 -1.148
C -2.053314 0.509839 0.674468 -0.019 -1.492 1.161
O -2.380640 -0.740289 0.104939 -0.135 0.958 0.074
C -1.305827 -1.540183 -0.303008 1.964 0.477 -0.233
H -2.412927 1.629494 -1.110583 0.517 -0.121 0.192
H -1.714242 2.556237 0.235128 0.354 -0.374 0.017
H -2.959103 0.838689 1.205358 0.309 0.093 -0.331
H -1.248449 0.382584 1.425212 -0.200 0.089 -0.189
H -1.218898 -2.461023 0.293056 -0.217 0.297 -0.075
H -1.395086 -1.805313 -1.370906 -0.076 0.129 0.452
H -0.308864 -0.967518 -0.166617 -1.330 -0.912 -0.221
O 2.324974 -0.328190 -0.255420 -0.267 0.253 -0.109
C 3.586092 -0.530586 0.192226 0.905 -0.206 0.066
Cu 1.215484 1.157362 -0.441154 2.143 -0.947 0.531
H 3.883322 0.153698 1.001312 -0.011 -0.209 -0.195
H 3.775971 -1.597336 0.391479 -0.103 0.316 0.074
H 4.240491 -0.292867 -0.692139 -0.139 -0.009 0.266
```
Positions in Å, forces in eV/Å.

Properties
Net charge: +1
Kohn-Sham gap (alpha / beta), eV: 9.644 / 6.004
LUMO level (alpha / beta), eV: -4.135 / -7.600
Largest force on an atom, Eh/bohr: 0.057
E, eV: -55080.2302
Spin multiplicity: 3

Results of the Mulliken charge analysis, in e, for atoms 1 through 4: number 1, O, carries -0.695; number 2, C, carries -0.151; number 3, C, carries -0.544; number 4, O, carries -0.344

Density functional theory data (ωB97M-V/def2-TZVPD) for a 2-piece molecular cluster, C4H10F2N overall in a non-equilibrium geometry.

```
17
Properties=species:S:1:pos:R:3:forces:R:3
C 0.491912 -0.059977 -1.372384 -1.808 -0.244 -2.084
C -0.927589 -1.117786 0.427378 3.664 -2.387 -0.190
C 0.085248 1.216855 0.608320 -3.357 1.348 -0.277
C 1.468882 -0.661506 0.591404 0.035 -0.785 -3.286
N 0.205863 -0.157118 0.086300 1.011 0.087 -0.067
F 1.841823 -1.817823 0.186427 -0.303 0.597 0.081
F 2.982422 1.007805 -0.247772 -1.646 -1.654 0.755
H 1.352806 0.507871 -1.559303 1.422 0.686 0.257
H 0.619735 -1.057657 -1.703954 0.337 -0.952 -0.468
H -0.272576 0.374294 -2.055628 -0.260 -0.158 1.344
H -0.859400 -1.227507 1.512165 -0.761 -0.109 -0.238
H -1.814819 -0.866070 -0.032680 -1.941 1.279 -0.490
H -0.610481 -2.076592 -0.117755 -0.503 1.084 1.188
H 0.960648 1.757052 0.280006 -0.040 0.418 -0.014
H -0.933058 1.541310 0.205802 1.689 0.176 -0.244
H -0.178847 1.347053 1.655272 0.887 -0.829 0.453
H 1.918271 -0.262111 1.388298 1.573 1.441 3.279
```
Positions in Å, forces in eV/Å.

Properties
Net charge: +1
ΔE to the lowest compared entry with this formula, charge and spin, kJ/mol: 376.99
Kohn-Sham gap (alpha / beta), eV: 10.321 / 7.862
LUMO level (alpha / beta), eV: -6.301 / -7.119
Largest force on an atom, Eh/bohr: 0.085
E, eV: -11222.9900

Results of the Mulliken charge analysis, in e, for atoms 1 through 4: number 1, C, carries -0.893; number 2, C, carries -0.775; number 3, C, carries -0.901; number 4, C, carries 0.199

Density functional theory data (ωB97M-V/def2-TZVPD) for a 2-piece molecular cluster, C4H10F2O overall in a non-equilibrium geometry.

```
17
Properties=species:S:1:pos:R:3:forces:R:3
C 0.000000 0.000000 0.000000 0.533 -0.711 1.163
C -0.723778 -1.075443 0.882952 -0.403 0.896 -0.087
C -1.720342 -0.376037 1.851586 0.897 -0.192 -0.937
C -2.436687 -1.488852 2.576685 2.018 1.741 0.738
F -2.988103 -2.292048 1.720855 -1.254 -2.334 -1.892
F -3.404998 -0.952653 3.284775 -2.169 0.946 1.834
H 0.571840 0.623101 0.708063 -0.046 0.066 -0.537
H -0.702315 0.647893 -0.550988 0.112 -0.432 0.319
H 0.703597 -0.449303 -0.720888 -0.292 0.154 0.289
H -0.156630 -1.669216 1.625407 0.817 0.197 -1.090
H -1.235592 -1.784960 0.204676 0.034 0.358 0.575
H -1.205948 0.232321 2.620177 -0.013 -0.224 -0.505
H -2.357938 0.304399 1.254978 -0.277 -0.553 0.630
H -1.803590 -2.054074 3.290550 0.050 0.085 -0.502
O 3.927191 -1.671550 -1.432534 -0.905 0.777 0.347
H 3.889124 -1.117841 -0.620003 0.002 -0.579 -0.889
H 3.092448 -1.466715 -1.911607 0.897 -0.195 0.543
```
Positions in Å, forces in eV/Å.

Properties
Structure (SMILES): CCCC(F)F.O
ΔE to the lowest compared entry with this formula, charge and spin, kJ/mol: 26.47
Kohn-Sham gap, eV: 11.979
LUMO level, eV: 0.672
Largest force on an atom, Eh/bohr: 0.063
E, eV: -11792.3303

Results of the Mulliken charge analysis, in e, for atoms 1 through 4: number 1, C, carries -1.010; number 2, C, carries -0.342; number 3, C, carries -0.707; number 4, C, carries 0.293

Density functional theory data (ωB97M-V/def2-TZVPD) for a 2-piece molecular cluster, C4H10FN2O overall in a non-equilibrium geometry.

```
18
Properties=species:S:1:pos:R:3:forces:R:3
C -0.358709 0.160175 0.990435 0.849 0.441 -1.220
C 1.559766 0.255189 -1.288715 1.289 3.316 0.764
C -0.629126 -1.110905 -1.643110 -0.098 1.147 3.034
C 0.589470 -0.714963 -0.763119 -2.789 1.829 1.287
N -0.532332 -0.706228 1.955449 3.838 -3.161 -4.218
N -0.639476 1.463076 1.105742 0.157 -1.612 2.124
O -1.259203 1.904769 2.316935 -0.049 -0.812 -0.248
F 1.208901 -1.756961 -0.210375 -0.542 0.097 0.107
H 2.451388 0.415966 -0.580051 -1.390 -0.440 -0.980
H 1.222113 1.374408 -1.598891 0.244 -2.997 0.738
H 1.930390 -0.247315 -2.165327 0.420 0.017 -0.670
H -1.185661 -0.233064 -2.093894 0.803 -1.164 0.683
H -0.107138 -1.677990 -2.335028 0.415 -1.284 -2.066
H -1.250748 -1.793926 -1.005601 0.221 0.735 -0.903
H 0.156436 -1.548215 1.829230 -2.141 1.736 0.434
H -0.760034 -0.538505 2.852389 -1.228 1.195 3.710
H -0.918215 1.893644 0.285910 -0.611 1.490 -1.752
H -1.477822 2.860843 2.348022 0.613 -0.531 -0.824
```
Positions in Å, forces in eV/Å.

Properties
Net charge: +1
ΔE to the lowest compared entry with this formula, charge and spin, kJ/mol: 155.08
Kohn-Sham gap, eV: 10.890
LUMO level, eV: -3.589
Largest force on an atom, Eh/bohr: 0.127
E, eV: -12044.9465

Results of the Mulliken charge analysis, in e, for atoms 1 through 4: number 1, C, carries 0.139; number 2, C, carries -1.122; number 3, C, carries -1.029; number 4, C, carries 0.754